(1)
Here is a cluster of 7 separate species, C22H62N4O10 in total in a non-equilibrium geometry from the Open Molecules 2025 dataset. Energies are from ωB97M-V/def2-TZVPD.

Output
SMILES: COC[C@H](C)N.COC[C@H](C)N.COC[C@H](C)N.COC[C@H](C)N.OCCO.OCCO.OCCO

Each line ends with the Löwdin charge.
Element x y z (Å)
O  4.952630  0.677161  1.458406  -0.04
O  -2.479901  -6.394066  2.592087  -0.19
O  -0.451772  -0.963241  -2.894550  -0.10
O  1.634829  2.921189  -2.565239  -0.21
O  -2.732631  3.963745  -2.407871  -0.19
O  2.335202  3.213209  1.727013  -0.08
O  -1.417357  -1.205334  -0.235975  -0.09
O  0.477713  -1.896013  5.703699  -0.17
O  -3.537658  -1.600302  -3.773322  -0.05
O  0.042305  1.534149  1.678881  -0.05
N  -1.296986  -4.583505  -0.375856  0.04
N  -3.397090  5.819248  -4.233471  0.03
N  1.569161  5.228984  -1.119078  0.06
N  2.734516  -4.752186  6.620253  0.02
C  -2.145105  3.771402  -3.678137  -0.20
C  -1.239297  -7.024705  -0.040310  -0.06
C  3.292806  6.252975  -2.582520  -0.07
C  -0.015009  0.249141  1.115929  -0.26
C  -1.269520  -0.848526  -4.090123  -0.19
C  2.748087  3.789047  -2.694357  -0.20
C  1.955235  1.562289  -2.488783  -0.11
C  0.027545  -1.982712  4.362011  -0.10
C  1.686748  -2.599709  5.898777  -0.22
C  2.197129  5.206338  -2.463011  -0.41
C  -1.680929  -5.443919  1.920536  -0.22
C  -1.385621  0.018853  0.503810  -0.23
C  3.669840  1.262376  1.421149  -0.26
C  1.744734  -4.125369  5.689938  -0.42
C  -2.127685  4.742778  -6.018703  -0.07
C  -1.791128  3.816172  -1.363285  -0.10
C  -2.954208  4.533081  -4.766383  -0.43
C  -2.712368  -0.457840  -3.776664  -0.26
C  3.684124  2.743877  1.695106  -0.22
C  -1.811197  -5.697782  0.433670  -0.46
C  -2.618662  -6.169246  3.969126  -0.11
C  0.435249  -4.891131  5.910448  -0.06
H  0.703869  0.112819  0.290182  0.11
H  -2.618144  6.311919  -3.794333  0.08
H  -1.907726  0.865378  0.050202  0.11
H  -2.300431  3.463054  -0.463183  0.09
H  -1.117548  5.103217  -5.831066  0.07
H  -1.735163  -4.721391  -1.288620  0.07
H  -3.505528  -6.716331  4.289326  0.09
H  -1.765650  -6.538410  4.550609  0.08
H  -1.575578  -7.812100  0.635967  0.08
H  3.102524  0.785638  2.236898  0.13
H  -2.898790  -5.819521  0.305421  0.14
H  -2.742050  0.125753  -2.851268  0.12
H  2.487800  -2.076590  5.356382  0.12
H  3.072010  0.939134  0.563899  0.11
H  -0.400759  -2.953765  4.103872  0.06
H  2.161995  -4.304849  4.696100  0.13
H  0.589473  -5.877316  5.478247  0.08
H  -4.443523  -1.326322  -3.604326  0.09
H  -2.054994  -4.435065  2.150093  0.12
H  -0.371706  -4.447410  5.325644  0.04
H  4.283330  3.029188  2.560683  0.13
H  -3.993097  5.680844  -3.421966  0.07
H  -1.479213  -1.012139  -1.183603  0.04
H  3.165832  3.636882  -3.695478  0.13
H  -0.752466  -1.229731  4.267348  0.09
H  1.055918  1.018107  -2.199576  0.07
H  -0.638858  -5.498506  2.268585  0.13
H  4.133789  3.268539  0.834774  0.11
H  2.278110  4.157747  1.887703  0.10
H  -2.764320  -5.108769  4.208898  0.08
H  -0.149070  -7.077248  0.070956  0.08
H  5.347548  0.713631  0.582263  0.09
H  -3.860628  3.966287  -4.989402  0.14
H  -1.294862  -1.824512  -4.580225  0.13
H  3.226002  6.781251  -3.541024  0.07
H  0.142089  -4.879563  6.956729  0.09
H  0.166223  -0.592925  1.792685  0.10
H  0.844824  -1.787526  3.660225  0.08
H  3.457897  3.596723  -1.882095  0.12
H  2.233009  1.180789  -3.485588  0.09
H  -1.467654  4.827148  -1.071971  0.09
H  -1.464124  -7.192612  -1.090971  0.07
H  -1.756016  -3.706829  -0.116107  0.05
H  0.769595  4.612526  -1.224180  0.03
H  2.340096  -4.632191  7.552041  0.06
H  -2.087804  -0.216971  1.321457  0.12
H  2.778971  1.284439  -1.820486  0.08
H  -2.082639  2.691955  -3.855144  0.12
H  -2.966820  0.202431  -4.620428  0.11
H  3.553970  -4.143921  6.596234  0.07
H  1.952715  -2.437176  6.951148  0.12
H  -0.261098  -1.901278  -2.789187  0.09
H  4.292659  5.816174  -2.531840  0.07
H  -2.667473  5.373417  -6.722209  0.08
H  -0.767409  -0.101048  -4.703918  0.12
H  0.935786  1.713058  2.000821  0.04
H  -2.048361  3.772259  -6.523472  0.08
H  -1.136601  4.203013  -3.728989  0.11
H  2.157747  4.752382  -0.441895  0.05
H  -0.914794  3.194806  -1.552528  0.07
H  1.400071  5.420653  -3.174786  0.13
H  3.233320  7.100424  -1.898736  0.07

Atoms 1-2, force components in eV/Å:
0.1 0.1 -0.2
0.0 0.0 -0.2

---

(2)
Here is a cluster of 7 separate species, C22H62N4O7 in total in a non-equilibrium geometry from the Open Molecules 2025 dataset. Energies are from ωB97M-V/def2-TZVPD.

Output
SMILES: COC[C@H](C)N.COC[C@H](C)N.COC[C@H](C)N.COC[C@H](C)N.CCO.CCO.CCO

Each line ends with the Löwdin charge.
Element x y z (Å)
O  -3.745534  -0.395897  -2.498655  -0.11
O  -1.090343  0.895688  0.029507  -0.09
O  3.832869  2.189990  4.274210  -0.21
O  2.891958  -2.451088  -1.380409  -0.18
O  1.007952  -0.477957  2.608051  -0.21
O  -4.523853  0.458173  0.188424  -0.26
O  -1.079093  -1.356852  -2.484378  -0.11
N  1.839512  -3.643640  2.096816  0.03
N  -6.710547  1.748344  -0.954344  0.03
N  4.202393  -0.416625  2.550566  0.05
N  4.358010  0.030750  -1.275261  0.07
C  4.988540  0.077505  3.639738  -0.42
C  0.991672  0.453578  3.656586  -0.12
C  -1.109118  -2.212484  -3.584399  -0.36
C  -5.398733  2.460769  -0.686602  -0.40
C  2.308740  -3.719313  -1.591483  -0.09
C  2.964606  -0.082526  -1.721148  -0.44
C  2.681498  -1.436192  -2.333712  -0.21
C  4.994040  1.678292  3.673195  -0.22
C  -0.093934  1.965459  0.055948  -0.25
C  0.444291  -1.787145  2.882201  -0.17
C  -0.760716  -1.582926  -4.929603  -0.09
C  -0.473599  -3.477645  1.413659  -0.07
C  -4.503834  -0.222516  -4.897253  -0.08
C  3.753580  3.599222  4.170304  -0.13
C  -4.831270  -0.608237  -3.466832  -0.26
C  2.651779  0.987106  -2.737238  -0.07
C  -3.917665  -0.373544  1.153029  -0.08
C  -4.691173  1.794783  0.560230  -0.18
C  6.453224  -0.352791  3.381885  -0.08
C  -0.886747  3.123284  0.694924  -0.09
C  -5.704715  3.916378  -0.524961  -0.09
C  0.825245  -2.722062  1.735240  -0.47
H  1.736232  0.256015  4.376185  0.06
H  0.769755  1.693880  0.694792  0.10
H  5.199282  1.934967  2.593528  0.13
H  4.645584  -0.282467  4.641572  0.15
H  -1.429362  3.736545  -0.014518  0.07
H  4.662790  0.931271  -1.017794  0.05
H  -1.358703  -0.722375  -5.222457  0.06
H  0.268976  -1.177871  -4.944134  0.06
H  4.674542  -0.364610  1.645804  0.06
H  -6.564439  0.753741  -1.006469  0.04
H  -3.163819  0.210589  1.695761  0.08
H  -3.684269  2.254002  0.763061  0.12
H  1.148397  -2.134879  0.842761  0.14
H  -1.533297  2.832560  1.534865  0.07
H  -7.124482  1.939882  -1.894943  0.09
H  -1.146812  -2.794372  0.859225  0.07
H  -6.542175  4.045271  0.145326  0.07
H  -2.068153  -2.774869  -3.699680  0.12
H  -0.215679  3.785268  1.196912  0.05
H  -3.407360  -1.224476  0.585389  0.11
H  3.626205  3.983913  3.115648  0.10
H  -5.308892  1.986205  1.433633  0.13
H  -6.166574  4.317651  -1.444589  0.08
H  2.066976  -3.889457  -2.687932  0.10
H  -4.180484  -0.128818  -1.652331  0.06
H  -5.415307  -0.277658  -5.527762  0.09
H  -3.872264  -0.892384  -5.408285  0.04
H  -0.638556  -1.676105  2.993229  0.11
H  -1.001833  -3.949861  2.296700  0.10
H  -4.060712  0.767335  -4.894596  0.08
H  -0.656818  0.162344  -0.337308  0.02
H  2.767052  -3.147275  2.325886  0.11
H  2.777797  2.008932  -2.350822  0.08
H  6.625114  -1.424419  3.336513  0.07
H  0.190069  2.217132  -1.016391  0.12
H  3.280445  0.848734  -3.611506  0.08
H  2.257017  0.034028  -0.909184  0.12
H  -5.025882  -1.709207  -3.512371  0.12
H  2.991180  -4.509589  -1.302237  0.09
H  6.741037  0.031089  2.347467  0.10
H  1.283853  1.427527  3.303543  0.07
H  0.014256  0.558940  4.180567  0.10
H  -5.740067  -0.130344  -3.141430  0.09
H  1.541916  -4.157738  2.901141  0.06
H  7.057050  -0.055928  4.223166  0.06
H  3.218125  -0.247316  2.445083  0.04
H  -4.923504  4.661759  -0.414910  0.08
H  1.401111  -3.760719  -1.052458  0.05
H  -4.774226  -0.672196  1.732551  0.09
H  -0.684329  -2.315163  -5.764842  0.08
H  -4.698255  2.244630  -1.532918  0.14
H  -2.044277  -1.023747  -2.399642  0.08
H  2.953789  3.952512  4.859126  0.09
H  1.664311  -1.476023  -2.745451  0.11
H  4.555487  -0.700933  -0.612403  0.06
H  -0.279173  -4.207000  0.593373  0.07
H  0.797307  -2.210991  3.808298  0.12
H  -0.369095  -2.971445  -3.452964  0.08
H  5.893582  2.019518  4.258343  0.12
H  4.658698  4.109046  4.643403  0.10
H  1.703741  0.809518  -3.255794  0.08
H  3.238089  -1.564431  -3.242968  0.12

Atoms 1-2, force components in eV/Å:
-1.5 0.3 -0.5
0.3 1.9 0.6

---

Number 1: LUMO level 0.387 eV, gap between HOMO and LUMO 9.650 eV, E -1846.6528 a.u.. Number 2: LUMO level 0.722 eV, gap between HOMO and LUMO 9.340 eV, E -1620.9325 a.u..